Entry from the OMol25 dataset: a molecular structure, C42H45LuN5O3Si at a distorted geometry (ωB97M-V/def2-TZVPD).

Each line ends with the Löwdin charge.
Positions of all 97 atoms, in Å:
Lu (-0.298, -0.564, -0.648)  1.66
C (-1.800, 3.616, 2.487)  -0.01
C (-2.986, 2.714, 2.257)  -0.19
C (-4.257, 3.170, 2.563)  -0.02
C (-5.372, 2.379, 2.341)  -0.04
C (-5.224, 1.125, 1.784)  -0.03
C (-3.969, 0.614, 1.461)  -0.17
C (-3.926, -0.780, 0.894)  -0.03
C (-2.863, 1.421, 1.721)  -0.10
N (-1.475, 1.022, 1.467)  0.04
C (-0.650, 0.718, 2.606)  -0.34
O (-1.147, 0.630, 3.685)  0.20
C (0.797, 0.466, 2.349)  -0.18
C (1.702, 0.591, 3.386)  0.04
C (3.044, 0.342, 3.121)  0.00
C (3.429, 0.032, 1.831)  0.05
C (2.449, -0.070, 0.847)  -0.15
N (1.163, 0.109, 1.116)  0.04
C (2.847, -0.278, -0.603)  -0.48
O (4.034, -0.253, -0.875)  0.08
N (1.786, -0.363, -1.434)  -0.06
C (2.023, -0.337, -2.843)  -0.21
C (1.396, 0.694, -3.568)  -0.22
C (0.597, 1.747, -2.843)  -0.04
C (1.548, 0.756, -4.945)  -0.05
C (2.320, -0.182, -5.610)  -0.07
C (2.939, -1.190, -4.894)  -0.04
C (2.802, -1.296, -3.513)  -0.21
C (3.455, -2.442, -2.795)  -0.03
H (-2.128, 4.652, 2.525)  0.09
H (-1.055, 3.530, 1.695)  0.08
H (-1.316, 3.388, 3.439)  0.09
H (-4.373, 4.164, 2.975)  0.12
H (-6.357, 2.744, 2.597)  0.12
H (-6.093, 0.507, 1.598)  0.12
H (-4.731, -0.899, 0.169)  0.10
H (-4.080, -1.519, 1.684)  0.10
H (-2.989, -1.002, 0.403)  0.01
H (1.354, 0.872, 4.370)  0.13
H (3.777, 0.409, 3.913)  0.13
H (4.458, -0.134, 1.546)  0.13
H (1.143, 2.114, -1.973)  0.09
H (-0.369, 1.351, -2.516)  0.03
H (0.388, 2.590, -3.499)  0.09
H (1.073, 1.557, -5.498)  0.11
H (2.448, -0.121, -6.683)  0.11
H (3.548, -1.922, -5.412)  0.12
H (3.710, -3.238, -3.493)  0.09
H (2.806, -2.852, -2.020)  0.04
H (4.365, -2.099, -2.305)  0.09
C (-0.923, -2.043, 1.202)  -0.31
Si (-1.352, -3.655, 0.344)  0.63
C (-2.073, -3.157, -1.378)  -0.22
N (-1.187, -2.252, -2.174)  -0.29
C (-1.984, -1.436, -3.127)  -0.21
C (-2.836, -2.273, -4.082)  -0.16
C (-2.019, -3.443, -4.668)  -0.17
C (-0.524, -3.231, -4.430)  -0.16
C (-0.185, -3.063, -2.946)  -0.16
C (-2.695, -4.645, 1.207)  -0.26
C (-3.230, -5.798, 0.625)  -0.11
C (-4.197, -6.545, 1.280)  -0.08
C (-4.651, -6.148, 2.530)  -0.08
C (-4.131, -5.007, 3.124)  -0.08
C (-3.160, -4.266, 2.467)  -0.10
C (0.276, -4.607, 0.312)  -0.24
C (0.353, -5.948, 0.689)  -0.08
C (1.579, -6.590, 0.793)  -0.07
C (2.751, -5.900, 0.523)  -0.07
C (2.697, -4.564, 0.148)  -0.08
C (1.470, -3.930, 0.050)  -0.13
H (-0.045, -2.181, 1.838)  0.01
H (-1.735, -1.702, 1.848)  -0.03
H (-3.013, -2.633, -1.181)  0.08
H (-2.336, -4.044, -1.964)  0.09
H (-1.282, -0.829, -3.709)  0.12
H (-2.637, -0.758, -2.566)  0.11
H (-3.193, -1.610, -4.870)  0.12
H (-3.720, -2.649, -3.566)  0.11
H (-2.206, -3.532, -5.737)  0.11
H (-2.330, -4.387, -4.215)  0.11
H (-0.183, -2.355, -4.988)  0.11
H (0.041, -4.084, -4.806)  0.12
H (0.793, -2.586, -2.879)  0.08
H (-0.109, -4.037, -2.464)  0.12
H (-2.884, -6.120, -0.352)  0.10
H (-4.595, -7.439, 0.818)  0.11
H (-5.407, -6.729, 3.043)  0.11
H (-4.477, -4.696, 4.101)  0.11
H (-2.749, -3.386, 2.951)  0.09
H (-0.557, -6.491, 0.917)  0.10
H (1.618, -7.629, 1.093)  0.11
H (3.708, -6.399, 0.609)  0.11
H (3.611, -4.020, -0.059)  0.11
H (1.440, -2.879, -0.229)  0.06
O (-1.634, 0.960, -0.680)  -0.19
N (-0.901, 1.287, 0.308)  -0.07

Output
strongest force on any atom = 5.665 eV/Å
net charge = +1
energy above the lowest of the compared OMol25 structures with the same formula, charge and spin = 5.24 kcal per mole
E_LUMO (spin up / spin down) = -5.7 / -5.7 eV


Entry from the OMol25 dataset: a molecular structure, C42H46BBrCl2F4N9O4S2Y (ωB97M-V/def2-TZVPD).

Each line ends with the Löwdin charge.
Positions of all 112 atoms, in Å:
Y (-0.449, -0.980, 0.842)  1.44
N (-5.517, 4.255, 4.058)  0.08
C (-4.917, 3.021, 3.750)  -0.33
C (-5.188, 1.892, 4.522)  -0.04
C (-4.632, 0.667, 4.193)  -0.06
C (-3.800, 0.559, 3.090)  -0.26
C (-3.519, 1.679, 2.322)  -0.05
C (-4.082, 2.901, 2.643)  -0.02
S (-3.018, -0.996, 2.750)  0.59
O (-1.664, -0.870, 3.277)  -0.35
O (-3.861, -2.027, 3.283)  -0.28
N (-2.804, -1.011, 1.171)  -0.20
C (-3.183, -2.070, 0.382)  -0.50
N (-2.189, -2.480, -0.429)  0.06
C (-2.448, -3.482, -1.247)  -0.14
C (-3.686, -4.093, -1.294)  -0.06
C (-4.642, -3.582, -0.434)  -0.13
N (-4.419, -2.570, 0.394)  0.16
H (-5.691, 4.380, 5.043)  0.07
H (-5.015, 5.044, 3.679)  0.08
H (-5.846, 1.977, 5.380)  0.10
H (-4.847, -0.216, 4.781)  0.11
H (-2.857, 1.598, 1.472)  0.10
H (-3.864, 3.769, 2.030)  0.10
H (-1.629, -3.813, -1.881)  0.11
H (-3.890, -4.926, -1.950)  0.09
H (-5.646, -3.998, -0.413)  0.10
Cl (-4.844, 5.237, -0.702)  0.59
C (-3.735, 3.899, -0.926)  -0.69
C (-2.379, 4.152, -1.101)  -0.15
C (-1.494, 3.105, -1.207)  -0.56
Cl (0.171, 3.470, -1.525)  0.71
C (-1.882, 1.730, -1.064)  -0.42
O (-1.027, 0.800, -0.883)  -0.17
C (-3.301, 1.543, -1.113)  -0.14
C (-3.926, 0.258, -1.444)  -0.23
O (-3.450, -0.592, -2.162)  0.04
C (-4.194, 2.606, -0.966)  -0.09
H (-2.010, 5.168, -1.151)  0.10
H (-4.966, 0.147, -1.072)  0.13
H (-5.256, 2.396, -0.908)  0.11
Br (3.555, -5.207, -3.482)  0.71
C (2.447, -4.076, -2.434)  -0.68
C (1.795, -4.580, -1.329)  -0.09
C (0.989, -3.709, -0.608)  -0.11
N (0.834, -2.424, -0.929)  0.03
C (1.499, -1.954, -1.985)  -0.15
C (2.306, -2.747, -2.785)  -0.12
H (1.894, -5.608, -1.012)  0.11
H (0.464, -4.077, 0.260)  0.09
H (1.388, -0.897, -2.193)  0.07
H (2.793, -2.335, -3.657)  0.09
N (-0.850, -0.730, -3.691)  0.15
C (0.185, -0.237, -4.432)  -0.34
C (0.615, 1.089, -4.273)  -0.03
C (1.614, 1.602, -5.079)  -0.11
C (2.236, 0.818, -6.050)  -0.15
C (1.836, -0.506, -6.187)  -0.12
C (0.831, -1.031, -5.393)  -0.06
H (-1.008, -1.722, -3.696)  0.09
H (-1.164, -0.267, -2.846)  0.06
H (0.165, 1.700, -3.501)  0.06
H (1.915, 2.633, -4.936)  0.10
H (3.007, 1.231, -6.688)  0.08
H (2.310, -1.142, -6.927)  0.09
H (0.528, -2.066, -5.513)  0.11
F (-1.939, -5.136, 1.208)  0.12
B (-1.014, -4.677, 2.154)  -1.24
F (0.228, -5.299, 1.930)  0.09
F (-1.449, -4.877, 3.444)  0.15
F (-0.835, -3.245, 1.917)  0.01
C (4.961, 2.914, -3.993)  -0.10
N (4.066, 2.664, -2.891)  -0.07
C (3.745, 1.441, -2.399)  -0.93
N (4.267, 0.383, -3.114)  0.09
S (2.828, 1.241, -1.041)  0.72
H (5.296, 3.949, -3.950)  0.08
H (4.483, 2.753, -4.966)  0.06
H (5.838, 2.268, -3.928)  0.08
H (3.677, 3.431, -2.371)  0.11
H (4.222, 0.458, -4.123)  0.07
H (3.936, -0.502, -2.760)  0.05
C (2.554, -2.910, 2.711)  -0.07
C (3.608, -1.924, 2.209)  -0.38
C (3.755, -1.958, 0.687)  -0.09
C (3.418, -0.505, 2.722)  -0.16
C (4.478, 0.017, 3.449)  -0.10
C (4.469, 1.296, 3.984)  -0.15
C (3.323, 2.052, 3.781)  -0.10
C (2.227, 1.590, 3.069)  -0.16
C (1.038, 2.535, 3.012)  -0.39
C (0.616, 2.917, 1.599)  -0.13
C (-0.142, 2.026, 3.838)  -0.07
C (2.223, 0.273, 2.465)  -0.32
N (1.197, -0.196, 1.731)  -0.19
H (2.749, -3.921, 2.339)  0.07
H (1.556, -2.616, 2.400)  0.04
H (2.551, -2.944, 3.803)  0.08
H (4.566, -2.265, 2.622)  0.11
H (2.874, -1.514, 0.231)  0.01
H (3.886, -2.985, 0.325)  0.07
H (4.616, -1.362, 0.374)  0.07
H (5.352, -0.614, 3.600)  0.09
H (5.312, 1.683, 4.545)  0.07
H (3.269, 3.054, 4.204)  0.09
H (1.379, 3.463, 3.490)  0.11
H (0.215, 2.060, 1.060)  0.03
H (1.473, 3.275, 1.026)  0.04
H (-0.142, 3.710, 1.624)  0.07
H (-0.458, 1.045, 3.495)  0.04
H (-0.994, 2.713, 3.769)  0.06
H (0.138, 1.932, 4.890)  0.08

Output
strongest force on any atom = 0.765 eV/Å
net charge = -2
energy above the lowest of the compared OMol25 structures with the same formula, charge and spin = 0.00 kcal per mole
E_LUMO = 3.4 eV